Entry 1:
86
Properties=species:S:1:pos:R:3:forces:R:3:lowdin_spin:R:1 method="wB97M-V/def2-TZVPD" orbital_gap_ev="7.6 / 7.7" charge=0 spin_multiplicity=5
Fe 0.25809 1.83055 0.86684 -0.065 -0.120 0.286 3.708
N 3.45641 2.23570 4.00863 -0.024 0.003 -0.102 0.003
C 2.23218 2.08413 3.38134 0.085 0.219 0.023 0.006
S 1.80896 3.27164 2.18532 0.129 -0.072 -0.095 0.037
N 1.52345 1.07070 3.76327 -0.172 -0.056 -0.062 0.005
N 0.32035 0.95923 3.07137 0.172 -0.035 0.036 0.032
C -0.58766 0.34011 3.73029 -0.034 0.102 0.007 0.003
C -1.91849 0.06358 3.22598 0.040 0.016 0.054 0.004
C -2.78546 -0.68768 4.03039 -0.038 -0.023 0.041 -0.001
C -4.07662 -0.97015 3.64349 0.021 0.008 -0.019 0.005
C -4.52687 -0.47227 2.41617 0.009 0.007 -0.015 0.000
C -3.70036 0.27146 1.60467 -0.030 -0.017 0.039 0.006
C -2.36203 0.55552 1.96987 0.092 0.006 0.072 0.006
O -1.60864 1.24294 1.17403 -0.129 0.067 -0.225 0.064
H 3.81447 3.17668 4.01199 -0.009 -0.041 -0.016 0.001
H 3.53700 1.73470 4.88012 0.001 0.003 0.037 0.000
H -0.34143 -0.01323 4.73504 -0.023 0.008 -0.018 0.001
H -2.41770 -1.04421 4.98706 0.008 -0.001 0.007 0.000
H -4.73142 -1.55051 4.27823 -0.004 -0.009 0.009 0.000
H -5.54424 -0.67008 2.09984 -0.012 0.008 -0.007 0.000
H -4.05240 0.67280 0.66254 -0.026 0.006 0.000 0.000
C 4.57212 0.37123 1.15886 -0.047 -0.004 0.038 0.000
O 3.73562 -0.72349 1.57150 -0.054 -0.096 -0.081 0.002
C 2.43859 -0.59862 1.26649 0.015 -0.011 0.101 0.004
O 1.97264 0.35016 0.66696 0.035 0.194 -0.032 0.020
N 1.74282 -1.68712 1.65947 -0.185 -0.261 0.161 0.001
N 0.34711 -1.70904 1.44049 0.137 0.292 0.275 0.000
H 5.58872 -0.00114 1.24301 0.005 0.014 0.012 0.000
H 4.41741 1.22281 1.81600 -0.016 0.048 0.014 0.000
H 4.34650 0.65222 0.13242 0.013 0.004 -0.007 0.000
H 2.13614 -2.21537 2.42606 -0.031 0.090 -0.015 0.000
H -0.11907 -1.09024 2.10652 0.138 -0.308 -0.156 0.000
H 0.02430 -2.65809 1.57967 0.050 -0.018 -0.109 0.000
C -4.46616 -2.49593 -2.82211 0.029 0.037 -0.017 0.000
C -3.27622 -1.72710 -3.39116 -0.022 0.001 0.042 0.000
C -2.92481 -0.47183 -2.59486 0.020 -0.051 0.016 0.000
C -2.26914 -0.73621 -1.24467 -0.018 -0.006 -0.077 0.000
N -0.95511 -1.36398 -1.38342 -0.100 -0.059 0.001 0.004
C 0.18421 -0.68558 -1.63451 0.062 -0.057 0.198 0.006
Se 0.31390 1.13400 -1.90755 -0.028 0.120 -0.087 0.020
N 1.20402 -1.57697 -1.62604 0.054 -0.035 -0.028 0.003
C 2.60319 -1.27311 -1.88461 -0.038 0.023 -0.066 0.000
C 3.09649 -1.82430 -3.21728 -0.030 0.015 0.000 0.000
C 2.48860 -1.15438 -4.45236 -0.043 -0.013 0.017 0.000
C 1.07906 -1.63129 -4.80371 0.005 0.026 0.009 0.001
C 0.71379 -2.83873 -1.33835 0.033 0.046 -0.034 0.000
C 1.35265 -4.05520 -1.15834 0.006 0.001 0.023 0.001
C 0.56025 -5.13941 -0.81299 -0.033 0.014 0.006 0.001
C -0.82210 -5.00563 -0.65221 0.034 0.002 0.009 0.001
C -1.45647 -3.78502 -0.82919 0.032 0.006 0.010 0.001
C -0.66256 -2.70336 -1.17665 -0.063 0.087 -0.130 0.000
H -4.76841 -3.30799 -3.48356 0.013 -0.024 -0.004 0.000
H -5.32439 -1.83349 -2.69172 -0.018 -0.001 -0.018 0.000
H -4.24545 -2.93638 -1.84952 -0.002 0.016 0.047 0.000
H -3.50229 -1.43719 -4.41946 0.006 0.010 -0.010 0.000
H -2.40035 -2.38176 -3.44590 0.001 -0.013 -0.041 0.000
H -3.83300 0.11000 -2.41105 -0.002 0.029 -0.008 0.000
H -2.25211 0.16968 -3.16777 -0.015 0.001 -0.004 0.000
H -2.87386 -1.39706 -0.62282 0.019 -0.010 0.017 0.000
H -2.12135 0.19447 -0.69381 0.004 -0.083 -0.071 0.000
H 3.19058 -1.67521 -1.05450 -0.012 -0.045 -0.022 0.000
H 2.68320 -0.18611 -1.86360 0.027 -0.027 0.028 0.000
H 2.91143 -2.90182 -3.26646 0.048 -0.019 0.006 0.000
H 4.18151 -1.69362 -3.22570 0.009 0.016 -0.012 0.000
H 3.14695 -1.35176 -5.30124 0.003 -0.012 -0.011 0.000
H 2.48017 -0.07110 -4.30573 0.021 0.015 -0.020 0.000
H 1.01670 -2.72183 -4.77582 -0.002 -0.016 -0.008 0.000
H 0.80303 -1.30814 -5.80761 -0.004 0.009 -0.014 0.000
H 0.32801 -1.22963 -4.12333 0.006 -0.018 -0.011 0.001
H 2.42417 -4.15440 -1.26502 0.004 0.001 -0.009 0.000
H 1.02172 -6.10592 -0.66357 -0.002 -0.017 0.004 0.000
H -1.41095 -5.87127 -0.38072 0.000 -0.012 0.003 0.000
H -2.52157 -3.68508 -0.68475 -0.044 0.008 -0.006 0.000
C 1.73044 6.17518 -0.11556 -0.002 -0.038 0.021 0.001
N 0.65668 6.04145 0.85126 -0.053 0.094 -0.111 0.005
C 0.52691 6.78449 2.01065 0.007 -0.084 0.068 0.001
C -0.54601 6.31011 2.67294 0.043 -0.011 -0.020 0.001
N -1.05791 5.29198 1.89882 -0.119 -0.002 0.062 0.004
C -0.31791 5.11061 0.78747 0.039 -0.081 -0.013 0.009
S -0.57918 3.92743 -0.40158 0.026 0.109 0.010 0.030
H 1.99009 7.22736 -0.21335 0.005 -0.012 -0.001 0.000
H 1.38497 5.78425 -1.06906 0.003 0.006 0.015 0.001
H 2.59592 5.60037 0.21347 0.008 -0.008 0.001 0.000
H 1.22124 7.56192 2.26796 0.011 0.037 -0.009 0.000
H -0.97502 6.59635 3.61422 -0.016 0.015 0.010 0.000
H -1.82800 4.68323 2.12252 0.036 -0.009 -0.013 0.000


Entry 2:
7
Properties=species:S:1:pos:R:3:forces:R:3:lowdin_charge:R:1 method="wB97M-V/def2-TZVPD" orbital_gap_ev=10.9 charge=0
O 1.11864 0.34972 -1.81231 -0.107 -0.465 1.127 0.031
C 1.47813 -0.49709 -1.03867 -2.200 1.386 -0.311 -0.969
O 0.94845 -0.79202 0.17526 1.203 -0.777 -0.481 0.027
Cl 2.75683 -1.51590 -1.52334 0.750 -0.768 0.503 0.756
H 0.01626 -0.57421 0.36325 0.461 0.639 -0.880 0.088
F -1.56276 0.41980 0.25287 -2.636 2.440 -0.439 -0.117
H -2.26625 1.12296 0.10507 2.529 -2.455 0.481 0.184


Entry 3:
61
Properties=species:S:1:pos:R:3:forces:R:3:lowdin_charge:R:1 method="wB97M-V/def2-TZVPD" orbital_gap_ev=8.9 charge=0
C 1.62354 -4.17428 -0.45888 -2.290 -0.859 2.891 -0.061
C 0.33293 -3.37242 -0.52322 -0.559 1.117 -0.859 -0.360
C -0.48808 -3.20883 0.54082 -0.139 0.576 -1.345 0.027
C 0.12250 -2.71954 -1.87977 0.123 -0.137 -1.440 -0.182
C -1.07507 -3.15999 -2.74155 1.872 -1.214 3.215 -0.171
C -1.54381 -2.48358 -3.74378 -3.147 -1.834 -0.805 -0.018
H 2.52732 -3.71078 -0.79229 0.189 0.264 -0.459 0.051
H 1.38803 -5.17556 -0.85250 0.536 0.337 -0.348 0.089
H 1.62310 -4.32690 0.65087 1.040 -0.321 -0.673 0.075
H -0.11013 -3.59002 1.45024 0.057 -0.587 1.105 0.027
H -1.48256 -2.67969 0.63631 1.405 -0.577 -0.658 0.077
H 0.05730 -1.64772 -1.78742 0.172 0.481 0.240 0.085
H 1.02325 -2.89509 -2.50167 -0.266 0.124 0.456 0.122
H -1.38209 -4.12237 -2.29629 -0.995 0.493 -0.921 0.108
H -1.11337 -1.65824 -4.17582 1.121 2.067 -0.500 0.025
H -2.50858 -2.79535 -4.19928 0.880 0.010 0.050 0.066
H 1.46231 1.61267 1.88687 1.653 -0.187 -0.687 0.019
H 0.07337 1.48040 1.69488 -0.244 1.058 -0.464 0.040
O 0.75404 2.16922 1.54548 -1.354 0.210 0.819 -0.076
H 2.19095 -1.01296 -0.28646 -0.005 -0.879 -0.144 0.012
H 3.00588 -0.58521 -1.33423 0.555 0.014 -0.798 0.015
O 2.88376 -1.40973 -0.85590 -0.442 0.682 0.589 -0.062
H 0.61875 1.21245 -0.63907 -0.403 0.829 -0.447 0.004
H 0.09995 0.11272 0.32191 0.387 0.474 -0.757 0.034
O 0.84078 0.38948 -0.24772 -0.264 -2.383 -0.283 -0.070
H -1.97439 1.57602 0.44910 0.117 0.473 0.572 0.041
H -2.01436 0.25226 -0.18765 1.145 0.344 1.976 0.126
O -1.63955 0.69150 0.65632 -1.390 -0.993 -2.258 -0.087
H 3.00958 -1.95645 3.69939 0.677 -0.797 0.208 0.037
H 3.41636 -0.46446 3.67676 1.372 0.755 0.275 0.025
O 2.71137 -1.07011 3.58574 -2.031 -0.047 -0.437 -0.014
H 0.62416 1.20563 -4.12487 1.668 -0.851 0.701 0.052
H 2.09524 1.16070 -3.48819 -0.342 0.147 -0.062 0.021
O 1.35584 0.60979 -3.77639 -1.404 0.797 -0.582 -0.080
H -3.65837 1.60872 -0.57817 -1.207 1.157 -0.236 0.000
H -3.66334 2.78801 -1.78350 -0.731 -0.611 0.759 0.051
O -3.19039 2.17472 -1.21246 1.882 -0.044 -1.068 -0.078
H 2.88976 0.75706 0.37447 0.072 -0.362 -0.146 -0.024
H 2.90409 -0.30873 1.64863 0.095 -0.474 -0.519 0.017
O 2.79891 0.57960 1.31923 0.613 0.817 2.157 -0.089
H -1.27075 -0.44004 2.52167 -0.200 0.492 -0.539 0.009
H -0.59634 -1.59865 3.09443 -0.558 -0.300 0.196 0.069
O -1.49827 -1.30376 2.86975 1.199 -0.150 0.304 -0.060
H 2.74924 2.57588 -1.06639 0.545 -1.365 -0.060 0.040
H 4.17773 1.89989 -0.83927 -0.904 -0.177 -0.141 0.093
O 3.22647 1.69245 -0.97042 1.096 1.273 -0.508 -0.084
H -0.94790 2.37343 -2.61592 0.033 -0.346 0.139 0.012
H -2.04229 3.09803 -3.30432 0.091 0.110 -0.209 0.031
O -1.08380 3.00315 -3.32800 0.031 0.043 0.109 -0.042
H -3.03519 -0.28308 3.11157 -1.139 -1.131 -0.008 0.033
H -4.37170 -1.17153 2.71719 1.091 0.557 0.350 0.082
O -3.99048 -0.28657 2.87933 -0.267 0.316 -0.067 -0.065
H 0.96339 3.05363 -0.31288 0.104 0.154 0.598 0.033
H 0.59584 3.60788 -1.68083 -0.453 0.412 -0.726 0.040
O 1.34359 3.38183 -1.14047 -0.187 0.040 0.480 -0.021
H 0.67388 2.50825 3.31787 0.752 0.471 -0.460 -0.022
H 0.74513 2.11317 4.86525 1.181 0.060 0.829 0.013
O 0.22431 2.20850 4.09662 -2.206 -0.466 0.113 -0.038
H -4.46451 2.27121 1.75305 0.110 -0.439 -0.303 0.080
H -3.92136 0.81469 1.52813 -0.477 0.372 0.447 0.010
O -4.12867 1.66231 1.07762 -0.258 0.006 0.337 -0.087


Here are the calculated ΔE to the lowest compared entry with this formula, charge and spin numbers, same order: 0.0, 39.6, 443.5 (kJ/mol).